1.
# C6H10

A cluster of 2 separate species, C6H10 in total in a non-equilibrium geometry (wB97M-V/def2-TZVPD, the Open Molecules 2025 dataset).

Last column: natural (NBO) charge in e.
Cartesian coordinates (Å):
C 1.318 -1.000 -0.324  -0.44
C 0.021 -1.305 -0.205  -0.14
C -0.859 -0.844 0.935  -0.45
C -1.585 0.303 0.214  -0.61
H 1.941 -0.991 0.566  0.21
H 1.855 -1.300 -1.220  0.21
H -0.436 -1.913 -0.985  0.20
H -0.244 -0.512 1.784  0.21
H -1.549 -1.615 1.283  0.21
H -0.871 0.444 -0.615  0.25
H -1.936 1.169 0.810  0.22
H -2.442 -0.055 -0.344  0.20
C 0.596 2.132 -0.314  -0.27
C 1.373 1.210 -0.503  -0.26
H 0.436 3.178 -0.324  0.24
H 2.383 1.099 -0.758  0.23

SMILES ... C=CCC.C#C
Energy ... -6378.652 eV
Gap between HOMO and LUMO ... 8.806 eV
HOMO level ... -0.2978 Eh
Relative energy (zero: lowest compared OMol25 entry of this formula, charge and spin) ... 5.208 eV

2.
# C6H10

The molecule C6H10 in a non-equilibrium geometry (wB97M-V/def2-TZVPD, the Open Molecules 2025 dataset).

Last column: natural (NBO) charge in e.
Cartesian coordinates (Å):
C 1.948 -0.226 0.061  -0.61
C 0.477 -0.290 0.430  -0.20
C -0.429 -0.874 -0.664  -0.44
C -1.803 -0.481 -0.199  -0.20
C -1.686 0.684 0.452  -0.20
C -0.235 1.070 0.424  -0.44
H 2.514 0.329 0.817  0.21
H 2.086 0.277 -0.905  0.20
H 2.379 -1.230 -0.015  0.21
H 0.345 -0.811 1.391  0.21
H -0.186 -0.089 -1.470  0.19
H -0.268 -1.903 -1.002  0.22
H -2.718 -0.969 -0.518  0.21
H -2.486 1.341 0.777  0.21
H -0.046 1.315 -0.684  0.19
H 0.108 1.856 1.104  0.22

SMILES ... CC1CC=CC1
Energy ... -6382.983 eV
Gap between HOMO and LUMO ... 10.327 eV
HOMO level ... -0.3333 Eh
Relative energy (zero: lowest compared OMol25 entry of this formula, charge and spin) ... 0.876 eV

3.
# C6H10

The molecule C6H10 (wB97M-V/def2-TZVPD, the Open Molecules 2025 dataset).

Last column: natural (NBO) charge in e.
Cartesian coordinates (Å):
C -1.353 -1.971 1.051  -0.25
C -0.693 -1.119 0.512  0.00
C 0.050 0.035 -0.030  -0.14
C 0.440 -0.168 -1.501  -0.59
C 1.337 0.187 0.804  -0.59
C -0.927 1.225 0.053  -0.59
H -1.951 -2.715 1.526  0.24
H 1.082 -1.045 -1.630  0.21
H 0.991 0.714 -1.850  0.21
H -0.447 -0.288 -2.131  0.21
H 1.122 0.335 1.867  0.22
H 1.925 -0.735 0.711  0.22
H 1.958 1.017 0.447  0.21
H -0.487 2.150 -0.335  0.21
H -1.806 0.985 -0.557  0.21
H -1.276 1.392 1.077  0.22

SMILES ... C#CC(C)(C)C
Energy ... -6382.479 eV
Gap between HOMO and LUMO ... 10.880 eV
HOMO level ... -0.3651 Eh
Relative energy (zero: lowest compared OMol25 entry of this formula, charge and spin) ... 1.380 eV

4.
# C6H10

A cluster of 2 separate species, C6H10 in total (wB97M-V/def2-TZVPD, the Open Molecules 2025 dataset).

Last column: natural (NBO) charge in e.
Cartesian coordinates (Å):
C 0.197 1.496 1.557  -0.61
C 0.200 0.807 0.200  -0.23
C -0.003 -0.747 0.225  -0.34
C 0.627 -2.099 -1.724  -0.37
C -1.282 -0.490 -0.531  -0.16
C -1.103 0.833 -0.584  -0.20
H -0.667 1.158 2.140  0.21
H 0.131 2.586 1.454  0.21
H 1.107 1.270 2.125  0.21
H 1.087 1.100 -0.377  0.20
H 0.853 -1.287 -0.287  0.20
H -0.072 -1.208 1.219  0.22
H 1.470 -2.694 -1.302  0.11
H 1.112 -1.185 -2.140  0.11
H -2.002 -1.194 -0.936  0.22
H -1.655 1.655 -1.038  0.21

Energy ... -6377.923 eV
Gap between HOMO and LUMO ... 8.835 eV
HOMO level ... -0.3237 Eh
Relative energy (zero: lowest compared OMol25 entry of this formula, charge and spin) ... 5.937 eV

5.
# C6H10

The molecule C6H10 (wB97M-V/def2-TZVPD, the Open Molecules 2025 dataset).

Last column: natural (NBO) charge in e.
Cartesian coordinates (Å):
C 2.225 0.101 0.014  -0.64
C 0.727 0.141 0.009  0.02
C -0.059 1.213 -0.104  -0.20
C -1.525 0.866 -0.165  -0.43
C -1.554 -0.655 0.135  -0.40
C -0.082 -1.133 0.101  -0.44
H 2.594 -0.576 -0.769  0.21
H 2.659 1.091 -0.162  0.22
H 2.610 -0.280 0.969  0.22
H 0.305 2.235 -0.180  0.20
H -2.132 1.444 0.547  0.21
H -1.924 1.088 -1.167  0.20
H -1.989 -0.841 1.123  0.20
H -2.170 -1.196 -0.590  0.21
H 0.126 -1.787 -0.758  0.20
H 0.190 -1.711 0.995  0.21

SMILES ... CC1=CCCC1
Energy ... -6383.846 eV
Gap between HOMO and LUMO ... 9.890 eV
HOMO level ... -0.3210 Eh
Relative energy (zero: lowest compared OMol25 entry of this formula, charge and spin) ... 0.014 eV

6.
# C6H10

The molecule C6H10 (wB97M-V/def2-TZVPD, the Open Molecules 2025 dataset).

Last column: natural (NBO) charge in e.
Cartesian coordinates (Å):
C 2.034 0.265 0.122  -0.60
C 0.527 0.302 0.369  -0.25
C -0.322 1.165 -0.542  -0.19
C -1.549 0.659 -0.652  -0.18
C -1.640 -0.719 -0.018  -0.44
C -0.163 -1.067 0.241  -0.39
H 2.241 -0.146 -0.870  0.20
H 2.489 1.262 0.169  0.21
H 2.559 -0.369 0.849  0.21
H 0.342 0.709 1.369  0.20
H -0.006 2.182 -0.763  0.21
H -2.419 1.195 -1.025  0.21
H -2.194 -0.671 0.931  0.20
H -2.146 -1.460 -0.648  0.21
H 0.254 -1.580 -0.635  0.20
H -0.008 -1.728 1.103  0.21

SMILES ... C[C@H]1C=CCC1
Energy ... -6383.644 eV
Gap between HOMO and LUMO ... 10.352 eV
HOMO level ... -0.3348 Eh
Relative energy (zero: lowest compared OMol25 entry of this formula, charge and spin) ... 0.215 eV

7.
# C6H10

The molecule C6H10 (wB97M-V/def2-TZVPD, the Open Molecules 2025 dataset).

Last column: natural (NBO) charge in e.
Cartesian coordinates (Å):
C 1.699 1.011 0.706  -0.61
C 0.296 1.229 0.145  -0.39
C -0.041 0.216 -0.959  -0.40
C 0.514 -2.143 -0.405  0.23
C -0.352 -1.169 -0.425  -0.38
C -1.728 -1.477 0.131  -0.60
H 1.802 0.002 1.120  0.22
H 1.947 1.729 1.494  0.21
H 2.452 1.123 -0.084  0.20
H 0.215 2.236 -0.283  0.21
H -0.452 1.177 0.946  0.20
H -0.910 0.548 -1.543  0.22
H 0.806 0.160 -1.651  0.22
H -2.482 -1.355 -0.653  0.22
H -1.799 -2.499 0.515  0.23
H -1.969 -0.789 0.947  0.22

Energy ... -6380.570 eV
Gap between HOMO and LUMO ... 9.697 eV
HOMO level ... -0.3560 Eh
Relative energy (zero: lowest compared OMol25 entry of this formula, charge and spin) ... 3.290 eV

8.
# C6H10

A cluster of 2 separate species, C6H10 in total (wB97M-V/def2-TZVPD, the Open Molecules 2025 dataset).

Last column: natural (NBO) charge in e.
Cartesian coordinates (Å):
C 0.482 0.604 -2.143  -0.50
C 0.812 0.260 -0.925  0.10
C 1.133 -0.086 0.294  -0.29
C 2.541 -0.285 0.793  -0.62
H 0.300 -0.144 -2.912  0.22
H 0.381 1.648 -2.429  0.22
H 0.316 -0.243 0.999  0.23
H 3.272 -0.105 0.000  0.22
H 2.758 0.396 1.624  0.22
H 2.678 -1.307 1.166  0.22
C -2.457 -0.358 1.211  -0.41
C -2.436 0.111 -0.032  -0.37
H -2.486 -1.426 1.418  0.19
H -2.448 0.305 2.073  0.19
H -2.403 1.178 -0.242  0.20
H -2.441 -0.550 -0.895  0.20

SMILES ... C=C=CC.C=C
Energy ... -6381.447 eV
Gap between HOMO and LUMO ... 10.457 eV
HOMO level ... -0.3443 Eh
Relative energy (zero: lowest compared OMol25 entry of this formula, charge and spin) ... 2.412 eV

9.
# C6H10

The molecule C6H10 in a non-equilibrium geometry (wB97M-V/def2-TZVPD, the Open Molecules 2025 dataset).

Last column: natural (NBO) charge in e.
Cartesian coordinates (Å):
C -0.890 0.016 2.162  -0.40
C -0.895 0.049 0.828  -0.01
C -1.894 -0.769 0.053  -0.64
C 0.342 0.590 0.183  -0.22
C 0.866 0.117 -0.941  -0.17
C 2.223 0.435 -1.493  -0.64
H -1.742 -0.462 2.607  0.18
H -0.169 0.374 2.886  0.20
H -2.641 -0.147 -0.457  0.22
H -1.423 -1.341 -0.739  0.22
H -2.464 -1.377 0.755  0.22
H 0.716 1.422 0.771  0.20
H 0.288 -0.551 -1.551  0.19
H 2.928 0.866 -0.789  0.22
H 2.089 1.183 -2.285  0.22
H 2.667 -0.406 -1.989  0.22

SMILES ... C=C(C)/C=C/C
Energy ... -6382.729 eV
Gap between HOMO and LUMO ... 9.639 eV
HOMO level ... -0.3126 Eh
Relative energy (zero: lowest compared OMol25 entry of this formula, charge and spin) ... 1.130 eV

10.
# C6H10

The molecule C6H10 (wB97M-V/def2-TZVPD, the Open Molecules 2025 dataset).

Last column: natural (NBO) charge in e.
Cartesian coordinates (Å):
C -2.294 -0.143 1.203  -0.27
C -1.252 -0.316 0.621  0.02
C 0.057 -0.090 -0.030  -0.14
C 0.490 -1.116 -1.087  -0.59
C 1.117 -0.076 1.089  -0.59
C -0.166 1.260 -0.745  -0.58
H -3.212 0.079 1.699  0.24
H 0.647 -2.115 -0.668  0.21
H 1.446 -0.776 -1.505  0.21
H -0.228 -1.184 -1.910  0.21
H 0.916 0.701 1.832  0.22
H 1.099 -1.042 1.608  0.22
H 2.126 0.066 0.685  0.21
H 0.734 1.623 -1.251  0.21
H -0.951 1.112 -1.496  0.21
H -0.529 2.018 -0.045  0.22

SMILES ... C#CC(C)(C)C
Energy ... -6382.322 eV
Gap between HOMO and LUMO ... 10.820 eV
HOMO level ... -0.3632 Eh
Relative energy (zero: lowest compared OMol25 entry of this formula, charge and spin) ... 1.538 eV

11.
# C6H10

The molecule C6H10 (wB97M-V/def2-TZVPD, the Open Molecules 2025 dataset).

Last column: natural (NBO) charge in e.
Cartesian coordinates (Å):
C 1.964 -0.140 0.255  -0.70
C 0.854 0.325 -0.664  -0.04
C 0.049 1.431 -0.071  -0.50
C -0.666 0.232 0.443  -0.16
C -1.924 -0.353 -0.096  -0.44
C -0.722 -1.051 -0.640  -0.34
H 1.863 0.101 1.331  0.16
H 2.870 0.370 -0.100  0.24
H 2.161 -1.213 0.154  0.21
H 0.498 2.000 0.749  0.21
H -0.510 2.072 -0.758  0.21
H -0.370 -0.111 1.430  0.23
H -2.538 -0.880 0.630  0.23
H -2.492 0.256 -0.795  0.22
H -0.604 -1.059 -1.712  0.26
H -0.432 -1.980 -0.157  0.22

Energy ... -6379.319 eV
Gap between HOMO and LUMO ... 8.317 eV
HOMO level ... -0.2633 Eh
Relative energy (zero: lowest compared OMol25 entry of this formula, charge and spin) ... 4.540 eV